A structure of composition C21H45N2OP3RuS at a distorted geometry. Source: OMol25; level of theory: wB97M-V/def2-TZVPD.

Properties
ΔE to the lowest compared entry with this formula, charge and spin in kJ/mol: 46.71
Charge: +4
HOMO-LUMO gap (spin up / spin down) in hartree: 0.3268 / 0.1670
HOMO energy (spin up / spin down) in hartree: -0.731 / -0.734
Expectation value of S²: 6.049
Spin multiplicity: 5
LUMO level (spin up / spin down) in eV: -11.01 / -15.43

Each line ends with the Löwdin spin population.
Element x y z (Å)
Ru -0.38 0.52 0.05  1.214
P 0.73 2.01 -1.39  0.053
P -1.18 2.06 1.46  0.014
P -2.34 0.30 -1.18  -0.018
H 0.88 -9.03 -1.58  0.016
C 0.45 -8.81 -2.56  0.468
C 1.21 -8.50 -3.61  0.460
H 2.29 -8.47 -3.54  0.016
C 2.56 2.27 -1.24  0.016
C 0.24 3.80 -1.43  0.010
C 0.61 1.60 -3.18  0.010
C -2.28 1.41 2.80  0.012
C -0.05 3.10 2.50  -0.005
C -2.24 3.45 0.84  0.014
C -2.27 -0.92 -2.57  0.003
C -3.21 1.69 -2.03  -0.003
C -3.75 -0.40 -0.22  -0.001
H -0.64 -8.85 -2.63  0.016
H 0.77 -8.28 -4.58  0.016
H 3.07 1.30 -1.14  0.005
H 2.78 2.85 -0.34  0.001
H 2.96 2.80 -2.11  0.000
H 0.37 4.23 -0.44  0.000
H -0.81 3.89 -1.71  0.000
H 0.85 4.36 -2.15  0.002
H 1.09 0.63 -3.36  0.000
H 1.08 2.36 -3.81  0.001
H -0.45 1.48 -3.43  0.000
H -2.58 2.19 3.50  0.001
H -1.74 0.62 3.33  0.000
H -3.17 0.96 2.35  0.000
H -0.62 3.84 3.07  -0.001
H 0.65 3.63 1.84  0.000
H 0.52 2.48 3.19  0.000
H -3.17 3.53 1.41  0.001
H -2.47 3.31 -0.22  0.000
H -1.69 4.40 0.94  0.001
H -3.14 -0.79 -3.23  -0.001
H -2.27 -1.93 -2.15  0.004
H -1.35 -0.79 -3.14  0.000
H -3.82 1.31 -2.85  -0.001
H -2.49 2.41 -2.42  0.000
H -3.87 2.21 -1.32  0.000
H -4.52 -0.80 -0.88  -0.001
H -4.17 0.38 0.42  0.000
H -3.36 -1.20 0.42  0.000
C 0.04 -2.28 -1.34  0.136
C -0.53 -3.00 -0.27  0.133
C -0.74 -4.38 -0.35  0.012
C -0.41 -5.09 -1.51  0.228
C 0.15 -4.40 -2.58  -0.002
C 0.38 -3.02 -2.51  0.160
O 0.29 -0.98 -1.34  0.338
H -1.12 -0.57 1.02  0.038
H -0.80 -2.45 0.63  0.006
H -1.18 -4.90 0.50  -0.002
H -0.59 -6.16 -1.57  0.015
H 0.42 -4.93 -3.49  -0.003
H 0.82 -2.49 -3.34  0.004
S 1.85 -0.01 1.19  0.488
C 2.24 1.00 2.40  0.068
N 3.23 2.00 2.19  0.015
C 3.55 2.92 3.25  0.004
C 3.77 2.11 4.52  0.000
C 2.47 1.36 4.89  0.005
N 1.88 0.67 3.74  0.028
H 3.78 2.01 1.32  0.002
H 2.72 3.64 3.41  0.000
H 4.47 3.50 2.98  0.001
H 4.09 2.76 5.36  0.000
H 4.58 1.38 4.32  0.000
H 1.72 2.06 5.30  0.001
H 2.73 0.62 5.68  0.000
H 1.13 -0.01 3.91  0.002

---

A structure of composition C21H45N2OP3RuS at a distorted geometry. Source: OMol25; level of theory: wB97M-V/def2-TZVPD.

Properties
ΔE to the lowest compared entry with this formula, charge and spin in kJ/mol: 230.45
Charge: +4
HOMO-LUMO gap (spin up / spin down) in hartree: 0.2741 / 0.2097
HOMO energy (spin up / spin down) in hartree: -0.736 / -0.768
Expectation value of S²: 6.056
Spin multiplicity: 5
LUMO level (spin up / spin down) in eV: -12.57 / -15.19

Each line ends with the Löwdin spin population.
Element x y z (Å)
Ru 0.22 -0.26 0.07  1.164
P -1.42 -1.76 0.27  -0.002
P 1.41 -0.93 1.89  0.119
P 1.32 -1.79 -1.23  0.014
H -0.72 4.67 -3.12  0.011
C -1.05 4.06 -3.96  0.411
C -2.17 3.33 -3.97  0.388
H -2.96 3.32 -3.22  0.012
C -2.92 -1.12 1.09  0.007
C -1.24 -3.35 1.20  -0.002
C -2.08 -2.24 -1.39  0.004
C 2.77 0.29 2.05  0.035
C 0.54 -1.04 3.51  0.040
C 2.30 -2.55 1.98  -0.003
C 0.99 -1.85 -3.02  0.000
C 1.59 -3.61 -1.01  0.001
C 3.02 -1.11 -1.08  0.033
H -0.46 4.12 -4.90  0.011
H -2.38 2.76 -4.88  0.011
H -3.22 -0.13 0.71  0.003
H -2.75 -1.05 2.18  0.000
H -3.73 -1.84 0.91  -0.001
H -1.11 -3.18 2.28  0.000
H -0.41 -3.99 0.88  0.000
H -2.16 -3.93 1.08  -0.001
H -2.32 -1.33 -1.97  0.002
H -2.99 -2.82 -1.21  0.000
H -1.37 -2.85 -1.96  0.000
H 3.25 0.20 3.04  0.008
H 2.36 1.30 1.93  0.000
H 3.51 0.12 1.26  0.000
H 1.09 -1.77 4.13  0.006
H -0.49 -1.40 3.37  0.001
H 0.54 -0.07 4.01  0.001
H 3.33 -2.45 1.62  0.000
H 1.78 -3.32 1.39  0.001
H 2.31 -2.90 3.02  0.000
H 1.48 -2.73 -3.46  0.000
H 1.37 -0.97 -3.52  0.002
H -0.09 -1.94 -3.22  0.002
H 1.80 -4.07 -1.98  0.000
H 0.70 -4.09 -0.60  0.000
H 2.46 -3.80 -0.37  0.000
H 3.56 -1.34 -2.00  0.005
H 3.55 -1.60 -0.24  0.000
H 3.02 -0.03 -0.91  0.001
C -0.72 1.32 -3.25  0.156
C 0.49 2.06 -2.87  0.171
C 1.52 2.23 -3.75  0.054
C 1.42 1.75 -5.05  0.242
C 0.34 0.95 -5.44  0.006
C -0.69 0.67 -4.56  0.158
O -1.78 1.32 -2.53  0.410
H -0.55 0.17 -1.45  0.167
H 0.45 2.56 -1.90  0.006
H 2.37 2.80 -3.42  -0.002
H 2.17 2.05 -5.77  0.010
H 0.28 0.50 -6.43  -0.003
H -1.55 0.06 -4.85  0.004
S -1.09 1.67 0.78  0.262
C -1.06 1.86 2.50  0.043
N -2.16 1.61 3.24  0.003
C -2.04 1.49 4.71  0.001
C -1.26 2.67 5.26  0.000
C 0.03 2.90 4.51  0.003
N 0.04 2.31 3.17  0.019
H -2.88 1.04 2.80  0.001
H -1.56 0.53 4.99  0.000
H -3.07 1.47 5.09  0.000
H -1.01 2.41 6.28  0.000
H -1.85 3.59 5.27  0.000
H 0.86 2.44 5.03  0.001
H 0.25 3.97 4.44  0.000
H 0.80 2.61 2.56  0.001

---

A cluster of 3 separate species, C21H45N3O6 in total at a distorted geometry. Source: OMol25; level of theory: wB97M-V/def2-TZVPD.

Properties
ΔE to the lowest compared entry with this formula, charge and spin in kJ/mol: 737.87
HOMO-LUMO gap in hartree: 0.3106
HOMO energy in hartree: -0.294
Spin multiplicity: 1
LUMO level in eV: 0.44
SMILES: CC(=O)OCCCNC(=O)OCOC(C)=O.CCN(CC)CC.CCN(CC)CC

Each line ends with the Löwdin charge.
Element x y z (Å)
C -1.70 4.17 -2.65  -0.033
C -2.17 3.12 -1.48  -0.283
O -3.36 3.38 -0.88  -0.048
O -1.42 1.95 -0.99  -0.096
C -0.66 1.28 -2.05  -0.196
C -1.56 0.43 -3.13  -0.153
C -2.17 -0.98 -2.56  -0.201
N -2.74 -0.92 -1.16  0.046
C -1.74 -1.30 -0.09  -0.253
O -0.48 -1.72 -0.29  -0.034
O -2.22 -1.14 1.33  -0.034
C -1.40 -1.95 2.25  -0.192
O -1.47 -3.40 2.04  -0.051
C -0.63 -4.13 3.00  -0.263
C 0.94 -3.79 3.38  -0.024
O -1.17 -5.20 3.63  -0.032
H -0.62 4.59 -2.40  0.103
H -1.55 3.54 -3.66  0.094
H -2.45 5.07 -2.82  0.106
H 0.05 2.00 -2.68  0.129
H 0.08 0.52 -1.51  0.144
H -0.82 0.13 -4.02  0.131
H -2.40 1.08 -3.62  0.115
H -3.09 -1.25 -3.27  0.132
H -1.40 -1.87 -2.72  0.143
H -3.23 -0.01 -0.95  0.139
H -0.29 -1.52 2.31  0.155
H -1.85 -1.76 3.34  0.172
H 1.01 -2.85 4.10  0.105
H 1.61 -3.53 2.45  0.104
H 1.43 -4.70 3.93  0.081
C -0.91 8.12 -1.94  -0.094
C -0.69 8.38 -3.43  -0.272
N -1.88 8.86 -4.13  -0.191
C -1.75 8.83 -5.59  -0.254
C -0.70 9.74 -6.22  -0.094
C -2.51 10.07 -3.59  -0.248
C -1.66 11.33 -3.48  -0.090
H -1.74 7.43 -1.78  0.069
H -0.01 7.66 -1.51  0.073
H -1.10 9.04 -1.39  0.066
H -0.37 7.43 -3.88  0.111
H 0.16 9.07 -3.55  0.096
H -2.72 9.05 -6.05  0.112
H -1.52 7.80 -5.89  0.107
H -1.02 10.79 -6.22  0.055
H -0.55 9.46 -7.27  0.072
H 0.27 9.67 -5.73  0.068
H -2.90 9.83 -2.59  0.102
H -3.42 10.30 -4.17  0.115
H -0.67 11.13 -3.06  0.069
H -2.16 12.04 -2.81  0.074
H -1.55 11.82 -4.44  0.054
C 4.13 -8.13 2.44  -0.095
C 3.95 -9.18 3.52  -0.271
N 3.70 -8.63 4.86  -0.191
C 3.82 -9.62 5.93  -0.254
C 2.82 -10.77 5.94  -0.095
C 2.56 -7.71 4.98  -0.251
C 1.19 -8.24 4.57  -0.079
H 4.92 -7.41 2.70  0.078
H 4.42 -8.61 1.50  0.072
H 3.20 -7.57 2.25  0.063
H 4.88 -9.76 3.55  0.117
H 3.16 -9.88 3.22  0.096
H 3.78 -9.11 6.90  0.111
H 4.83 -10.05 5.88  0.108
H 1.84 -10.44 6.28  0.055
H 3.16 -11.54 6.65  0.071
H 2.72 -11.24 4.96  0.068
H 2.78 -6.82 4.37  0.087
H 2.51 -7.33 6.00  0.115
H 1.21 -8.79 3.63  0.072
H 0.50 -7.39 4.44  0.059
H 0.76 -8.88 5.34  0.057

---

A cluster of 6 separate species, C21H46ClN7O3 in total at a distorted geometry. Source: OMol25; level of theory: wB97M-V/def2-TZVPD.

Properties
ΔE to the lowest compared entry with this formula, charge and spin in kJ/mol: 0.00
Charge: +4
HOMO-LUMO gap in hartree: 0.3346
HOMO energy in hartree: -0.684
Spin multiplicity: 1
LUMO level in eV: -9.51

Each line ends with the Löwdin charge.
Element x y z (Å)
C -2.25 4.22 3.78  0.046
C -1.28 3.09 3.73  -0.394
O -0.27 3.00 3.11  0.165
N -1.61 1.95 4.69  0.095
H -0.89 1.94 5.42  0.197
H -2.50 2.17 5.14  0.183
C -1.65 0.62 3.98  -0.010
H -2.04 4.79 4.69  0.130
H -3.27 3.84 3.78  0.111
H -2.14 4.91 2.95  0.110
H -2.44 0.58 3.23  0.084
H -2.01 -0.10 4.72  0.115
H -0.65 0.40 3.66  0.062
C -0.57 -5.19 1.83  0.035
C 0.49 -4.16 1.66  -0.417
O 1.55 -4.27 1.15  0.187
N 0.16 -2.79 2.26  0.058
H -0.21 -2.13 1.53  -0.001
H -0.60 -2.90 2.94  0.165
C 1.31 -2.22 3.02  0.010
H -0.68 -5.40 2.91  0.118
H -0.20 -6.13 1.43  0.115
H -1.53 -4.92 1.39  0.108
H 2.21 -2.43 2.44  0.098
H 1.36 -2.73 3.98  0.117
H 1.14 -1.16 3.16  0.073
C -3.90 3.13 -2.04  0.047
C -2.83 2.52 -2.88  -0.381
O -2.91 2.18 -4.00  0.211
N -1.43 2.42 -2.23  0.087
H -0.87 3.19 -2.60  0.192
H -1.54 2.62 -1.23  0.154
C -0.77 1.10 -2.51  -0.032
H -4.50 3.75 -2.70  0.120
H -3.55 3.65 -1.15  0.090
H -4.51 2.30 -1.66  0.121
H -1.41 0.34 -2.07  0.038
H 0.16 1.12 -1.94  0.071
H -0.55 1.02 -3.56  0.101
C -0.41 -3.53 -1.64  -0.073
C -0.57 -4.19 -3.01  -0.137
N -0.75 -3.27 -4.13  -0.040
C 0.14 -2.33 -4.59  -0.008
C -0.35 -1.87 -5.77  0.010
N -1.46 -2.62 -6.06  -0.069
C -1.67 -3.46 -5.07  -0.009
C -2.38 -2.54 -7.20  0.044
H -1.19 -2.86 -1.27  0.051
H 0.57 -3.04 -1.57  0.073
H -0.34 -4.30 -0.87  0.058
H -1.45 -4.83 -2.97  0.133
H 0.32 -4.80 -3.16  0.144
H 1.09 -2.11 -4.14  0.140
H 0.00 -1.12 -6.46  0.146
H -2.52 -4.13 -4.97  0.183
H -2.03 -1.85 -7.96  0.110
H -3.35 -2.15 -6.88  0.110
H -2.52 -3.53 -7.62  0.114
C 2.73 0.30 0.06  -0.063
C 2.02 1.48 0.69  -0.178
N 3.04 2.35 1.34  -0.040
C 3.39 3.59 0.85  0.006
C 4.24 4.14 1.75  0.021
N 4.40 3.23 2.77  -0.073
C 3.63 2.18 2.51  -0.025
C 5.15 3.42 4.01  0.042
H 2.01 -0.36 -0.45  0.062
H 3.34 -0.28 0.74  0.081
H 3.34 0.63 -0.79  0.094
H 1.27 1.22 1.44  0.076
H 1.53 2.08 -0.07  0.106
H 3.06 3.98 -0.09  0.140
H 4.80 5.06 1.74  0.155
H 3.44 1.37 3.19  0.168
H 4.70 4.20 4.62  0.113
H 6.22 3.50 3.86  0.117
H 5.00 2.52 4.62  0.102
Cl -1.26 -0.38 0.55  -0.263

---

A structure of composition C21H47AsN3O6SSbSeSi3Sn at a distorted geometry. Source: OMol25; level of theory: wB97M-V/def2-TZVPD.

Properties
Charge: -2
HOMO-LUMO gap in hartree: 0.1812
HOMO energy in hartree: -0.015
Spin multiplicity: 1
LUMO level in eV: 4.51

Each line ends with the Löwdin charge.
Element x y z (Å)
Sn 0.24 -1.89 -0.15  0.656
C -2.28 -4.04 1.13  -0.216
C -2.16 -2.73 1.94  -0.265
N -2.34 -1.57 1.11  -0.140
C -3.64 -1.40 0.49  -0.199
C -3.50 -0.92 -0.97  -0.230
N -2.40 -1.54 -1.65  -0.136
C -2.60 -2.81 -2.29  -0.222
C -2.81 -3.94 -1.28  -0.212
N -1.84 -3.86 -0.22  -0.117
H -3.32 -4.40 1.15  0.100
H -1.67 -4.79 1.65  0.117
H -1.16 -2.66 2.34  0.030
H -2.88 -2.77 2.78  0.107
H -2.08 -0.75 1.63  0.027
H -4.26 -0.68 1.04  0.108
H -4.16 -2.36 0.52  0.089
H -3.31 0.16 -0.94  0.070
H -4.47 -1.10 -1.48  0.106
H -1.91 -0.90 -2.26  0.101
H -1.68 -3.03 -2.85  0.113
H -3.46 -2.81 -3.00  0.105
H -2.76 -4.91 -1.82  0.112
H -3.81 -3.87 -0.85  0.093
H -1.00 -4.38 -0.43  0.058
O 4.25 0.28 -2.06  -0.308
As 2.89 -0.93 -2.20  0.828
O 2.70 -0.81 -3.80  -0.464
O 1.72 -0.27 -1.23  -0.766
C 3.85 -2.30 -1.28  -0.234
C 5.09 -2.02 -0.71  -0.074
C 5.73 -2.97 0.05  -0.085
C 5.16 -4.22 0.25  -0.083
C 3.94 -4.51 -0.32  -0.062
C 3.31 -3.54 -1.08  -0.323
S 1.76 -3.87 -1.82  0.393
O 0.86 -4.31 -0.76  -0.442
O 1.98 -4.89 -2.82  -0.304
O 1.29 -2.60 -2.36  -0.472
H 4.04 0.88 -2.77  -0.004
H 5.53 -1.05 -0.86  0.095
H 6.69 -2.74 0.51  0.094
H 5.67 -4.96 0.86  0.094
H 3.45 -5.46 -0.18  0.117
Se 1.65 -2.07 1.82  -0.106
C -1.93 3.71 -2.27  -0.255
Si -1.72 3.52 -0.37  0.332
C -3.53 3.19 0.19  -0.252
C -1.60 5.37 0.18  -0.230
Sb -0.39 1.29 -0.04  0.897
Si 1.92 2.24 -0.69  0.377
C 1.91 4.13 -0.19  -0.255
C 1.99 2.48 -2.60  -0.214
C 3.36 1.63 0.42  -0.213
Si -0.33 1.76 2.53  0.375
C -2.03 1.12 3.19  -0.242
C 0.95 1.06 3.77  -0.246
C -0.41 3.64 3.06  -0.239
H -2.74 4.38 -2.54  0.012
H -2.12 2.74 -2.72  0.009
H -1.02 4.10 -2.71  -0.002
H -4.21 3.95 -0.18  0.014
H -3.61 3.17 1.27  0.000
H -3.89 2.23 -0.18  -0.006
H -2.36 5.97 -0.31  0.014
H -0.63 5.80 -0.06  -0.002
H -1.74 5.47 1.24  -0.007
H 1.25 4.70 -0.84  -0.010
H 2.90 4.58 -0.25  0.012
H 1.55 4.24 0.83  -0.018
H 1.10 3.02 -2.93  0.005
H 2.00 1.51 -3.09  -0.012
H 2.86 3.05 -2.92  0.026
H 3.36 2.16 1.37  0.015
H 4.32 1.78 -0.06  0.015
H 3.25 0.57 0.61  -0.010
H -1.96 0.07 3.45  0.013
H -2.80 1.23 2.43  -0.009
H -2.37 1.66 4.06  0.018
H 1.21 0.04 3.50  -0.089
H 0.55 1.06 4.78  0.017
H 1.86 1.64 3.76  0.012
H -1.40 4.05 2.87  -0.006
H 0.31 4.23 2.50  -0.009
H -0.20 3.75 4.12  0.014

---

A cluster of 9 separate species, C21H47Cl2F3N19O10 in total at a distorted geometry. Source: OMol25; level of theory: wB97M-V/def2-TZVPD.

Properties
Charge: +1
HOMO-LUMO gap in hartree: 0.1936
HOMO energy in hartree: -0.406
Spin multiplicity: 1
LUMO level in eV: -5.79

Each line ends with the Löwdin charge.
Element x y z (Å)
C 0.36 1.71 -0.43  -0.019
C 0.75 0.53 0.69  -0.236
O 1.36 0.96 1.79  -0.040
N 0.35 -0.88 0.35  0.020
C 0.76 -1.35 -1.01  -0.265
C -0.09 -2.64 -1.65  -0.002
O 1.74 -0.86 -1.78  0.018
C 0.58 -1.88 1.46  0.045
C 1.99 -2.33 2.06  -0.055
C 3.33 -1.56 1.42  -0.555
Cl 4.51 -2.95 0.94  0.588
C 4.11 -0.61 2.51  -0.638
C 5.23 -1.41 3.43  -0.181
Cl 5.00 0.71 1.49  0.590
N 2.34 -3.30 3.09  0.147
N 1.21 -3.83 3.59  0.030
C -0.20 -3.60 3.29  -0.027
C -1.36 -4.41 4.15  -0.020
C -0.70 -2.60 2.14  0.142
C -2.28 -2.38 1.82  -0.179
F -2.98 -1.91 3.07  0.026
F -2.89 -3.68 1.32  0.015
F -2.60 -1.37 0.78  0.033
H -0.45 1.25 -1.15  0.088
H 1.29 2.16 -0.97  0.113
H -0.22 2.54 0.20  0.106
H -1.04 -2.86 -1.00  0.068
H 0.63 -3.56 -1.81  0.118
H -0.48 -2.23 -2.71  0.111
H 3.10 -0.96 0.45  0.088
H 3.33 -0.10 3.23  0.124
H 5.52 -0.68 4.33  0.102
H 4.77 -2.37 3.93  0.076
H 6.25 -1.62 2.86  0.093
H 1.40 -4.55 4.36  0.199
H -0.79 -5.32 4.67  0.105
H -2.20 -4.89 3.47  0.114
H -1.77 -3.67 4.97  0.123
C -2.79 -3.94 -3.90  -0.725
O -1.62 -4.24 -3.71  0.005
N -3.27 -3.64 -5.12  0.162
N -3.69 -3.86 -2.91  0.173
H -4.23 -3.39 -5.29  0.102
H -2.63 -3.69 -5.90  0.127
H -3.36 -4.08 -1.97  0.097
H -4.65 -3.61 -3.04  0.113
C -0.47 3.76 -3.49  -0.699
O -0.10 3.54 -2.35  -0.013
N -1.52 4.55 -3.78  0.175
N 0.15 3.24 -4.56  0.154
H -1.83 4.75 -4.71  0.108
H -2.01 4.97 -2.99  0.059
H 0.95 2.64 -4.39  0.109
H -0.14 3.42 -5.51  0.101
C -4.04 0.29 -3.73  -0.712
O -4.51 1.27 -4.30  0.035
N -3.44 0.37 -2.53  0.160
N -4.10 -0.95 -4.25  0.152
H -3.05 -0.42 -2.05  0.080
H -3.38 1.28 -2.11  0.106
H -4.54 -1.05 -5.16  0.111
H -3.72 -1.76 -3.80  0.039
C -2.71 -7.46 -1.64  -0.716
O -3.06 -6.49 -0.99  0.001
N -2.85 -8.73 -1.20  0.152
N -2.17 -7.36 -2.87  0.170
H -2.58 -9.54 -1.73  0.102
H -3.26 -8.85 -0.28  0.112
H -2.04 -6.43 -3.24  0.074
H -1.88 -8.15 -3.42  0.105
C 8.85 0.86 -0.37  -0.722
O 8.91 -0.35 -0.52  0.022
N 9.88 1.68 -0.66  0.148
N 7.76 1.49 0.11  0.130
H 9.85 2.68 -0.54  0.097
H 10.72 1.25 -1.02  0.114
H 6.96 0.91 0.34  -0.011
H 7.69 2.48 0.24  0.097
C -4.12 5.88 -1.05  -0.695
O -3.52 5.95 -2.11  0.017
N -4.89 6.88 -0.58  0.157
N -4.06 4.80 -0.25  0.164
H -5.39 6.84 0.29  0.101
H -4.96 7.71 -1.15  0.116
H -3.49 4.02 -0.57  0.107
H -4.54 4.72 0.63  0.102
C 0.77 5.28 1.66  -0.712
O -0.40 4.94 1.78  0.000
N 1.78 4.40 1.65  0.175
N 1.14 6.57 1.54  0.163
H 2.75 4.65 1.55  0.107
H 1.54 3.42 1.74  0.071
H 0.41 7.26 1.55  0.116
H 2.10 6.86 1.45  0.103
C -0.31 3.20 5.55  -0.724
O -0.14 2.24 6.28  0.005
N -0.81 4.37 5.99  0.152
N -0.02 3.18 4.23  0.167
H -0.96 5.18 5.40  0.100
H -1.04 4.43 6.97  0.112
H 0.36 2.32 3.86  0.087
H -0.15 3.96 3.61  0.051

---

no.,electronic energy (eV)
1,-68776.3851
2,-68774.4809
3,-39254.7442
4,-51583.0384
5,-212320.4441
6,-104515.1711